{
  "formula": "C31H53Br2ClI2N3O18P2SSi",
  "method": "ωB97M-V/def2-TZVPD",
  "symbols": ["C", "C", "C", "C", "C", "O", "C", "C", "C", "O", "Cl", "O", "C", "N", "C", "Br", "C", "I", "C", "C", "I", "C", "O", "C", "N", "S", "C", "O", "O", "C", "C", "C", "O", "P", "O", "N", "P", "O", "Br", "Si", "C", "C", "C", "H", "H", "H", "H", "H", "H", "H", "H", "H", "H", "H", "H", "H", "H", "H", "H", "H", "H", "H", "H", "H", "H", "H", "H", "H", "H", "H", "H", "H", "H", "H", "H", "H", "H", "H", "C", "O", "C", "O", "O", "C", "H", "H", "H", "H", "H", "H", "C", "O", "C", "O", "O", "C", "H", "H", "H", "H", "H", "H", "C", "O", "C", "O", "O", "C", "H", "H", "H", "H", "H", "H"],
  "coordinates": [[-0.51907, 0.26101, 2.51141], [0.13281, 0.51720, 1.35488], [0.11620, -0.38379, 0.09598], [0.38947, -1.78101, 0.75216], [-0.60858, -2.81356, 1.35340], [0.20721, -3.83432, 1.92977], [-1.32458, -0.05728, -0.54097], [-2.07021, 1.21196, -0.09654], [-3.47112, 1.16140, 0.47951], [-4.44301, 0.71642, -0.02563], [-3.64135, 1.88466, 2.10600], [-2.14127, -1.16679, -0.15497], [-2.93159, -1.26025, 0.85755], [-3.49600, -1.25766, 1.86399], [-1.35563, -0.13475, -2.23390], [-1.92726, -2.11199, -2.51351], [-2.67122, 0.51339, -2.92389], [-3.58699, -0.63800, -4.58281], [-2.68665, 2.01436, -3.36575], [-3.24423, 2.39683, -4.75581], [-3.93180, 3.39200, -2.14889], [0.09062, 0.00153, -3.04209], [-0.05319, -1.07018, -3.99977], [0.16509, -1.08014, -5.28858], [0.42734, -1.03486, -6.40675], [0.30932, 1.49014, -4.21094], [0.34497, 3.19172, -3.61690], [1.55748, 1.40629, -4.93453], [-0.78696, 1.43982, -5.14628], [1.34427, -0.58086, -2.19399], [2.63242, -0.31221, -3.03492], [3.90797, -1.18602, -3.02364], [4.96065, -0.27203, -3.35195], [1.41560, -2.50564, -2.31647], [1.62118, -3.08271, -3.66331], [1.37681, -0.04745, -0.72340], [1.60085, 1.82380, -1.15558], [0.14938, 2.40200, -0.74252], [2.74945, 3.03117, 0.36839], [3.00999, -0.39647, 0.27057], [2.98687, 0.13838, 2.07686], [3.58314, -2.17996, 0.52805], [4.53255, 0.42302, -0.47215], [-0.34779, -0.66223, 3.06122], [-1.19751, 0.97158, 2.97374], [0.64219, 1.47754, 1.30676], [1.06682, -1.67293, 1.59913], [0.92907, -2.45348, 0.08665], [-1.23410, -2.45961, 2.15982], [-1.18617, -3.29276, 0.56173], [0.49436, -4.43207, 1.23206], [-1.53970, 1.87163, 0.57969], [-2.15640, 1.90463, -0.93100], [-3.47078, 0.35037, -2.20358], [-1.74585, 2.53093, -3.28733], [-4.32044, 2.28449, -4.81973], [-2.68385, 1.96616, -5.57674], [-3.07260, 3.47566, -4.83011], [1.30203, 3.44753, -3.16806], [-0.46519, 3.49367, -2.95909], [0.27152, 3.75888, -4.54357], [2.95465, 0.71749, -3.13152], [2.28515, -0.55151, -4.04121], [3.89155, -1.95202, -3.79764], [4.16112, -1.69475, -2.08882], [5.77854, -0.77970, -3.39043], [0.34545, -3.11979, -1.66102], [2.56076, -2.88387, -1.59883], [0.12772, 3.36314, -0.87817], [4.04278, 0.22770, 2.34712], [2.59361, -0.64196, 2.73090], [2.49961, 1.06032, 2.37771], [4.44079, -2.44154, -0.09586], [2.87754, -3.00069, 0.42185], [3.97470, -2.29142, 1.54268], [4.39619, 1.07081, -1.33843], [5.25360, -0.32491, -0.79452], [5.02611, 1.03031, 0.28589], [-2.48334, 9.17334, 1.90268], [-3.65895, 8.54562, 1.38345], [-3.76715, 7.25203, 1.67111], [-2.97662, 6.59760, 2.30328], [-4.89968, 6.79930, 1.13438], [-5.15098, 5.41582, 1.38236], [-2.53115, 10.21274, 1.59304], [-2.46685, 9.11834, 2.98919], [-1.58775, 8.71205, 1.49039], [-5.24771, 5.22529, 2.44967], [-4.35646, 4.80118, 0.96332], [-6.08927, 5.17488, 0.89026], [-3.60725, -1.07578, 4.71912], [-3.84472, -0.36419, 5.93766], [-4.42478, -1.09607, 6.89260], [-4.73698, -2.25320, 6.79534], [-4.59389, -0.32410, 7.96321], [-5.21239, -0.98438, 9.07278], [-3.14141, -0.37306, 4.04065], [-2.93544, -1.91752, 4.89333], [-4.53932, -1.42396, 4.28561], [-4.60214, -1.81950, 9.41059], [-6.20804, -1.33206, 8.80536], [-5.28639, -0.24500, 9.86438], [3.48448, -6.14695, -1.84909], [4.27948, -5.56256, -0.81108], [5.42796, -6.20769, -0.56765], [5.80913, -7.19275, -1.13481], [6.06410, -5.56038, 0.40782], [7.31989, -6.14787, 0.77698], [2.59661, -5.52415, -1.93394], [4.01579, -6.13856, -2.79834], [3.18597, -7.16268, -1.59875], [8.00439, -6.15001, -0.06850], [7.17425, -7.16123, 1.14400], [7.72464, -5.52850, 1.57153]],
  "mulliken_charge": [-1.38, -1.13, 1.48, 0.87, -1.32, -0.62, 3.14, -1.61, 0.09, -0.41, -0.18, -0.58, 0.73, -0.57, -1.61, 0.03, -1.53, 0.13, 0.60, -2.09, 0.26, 0.40, -0.30, 0.72, -0.64, 2.03, -1.23, -0.75, -0.68, 0.91, -1.41, -1.41, -0.56, 0.81, -0.86, 0.58, 0.03, -0.45, -0.14, 1.58, -1.63, -1.67, -1.22, 0.24, 0.44, 0.42, 0.03, -1.66, 0.25, 0.62, 0.34, 1.17, -0.50, 1.54, -0.37, 0.56, 0.52, 0.58, 0.50, 0.30, 0.52, 0.65, 0.80, 0.63, 0.24, 0.41, -0.01, -0.15, 0.57, 0.46, 0.41, 0.47, 0.48, 0.23, 0.54, 0.41, 0.39, 0.54, -0.62, -0.33, 0.80, -0.56, -0.33, -0.36, 0.22, 0.30, 0.28, 0.31, -0.03, 0.30, -0.44, -0.24, 0.71, -0.53, -0.34, -0.64, -0.04, 0.30, 0.38, 0.30, 0.30, 0.22, -0.55, -0.09, 0.63, -0.54, -0.28, -0.66, 0.03, 0.34, 0.36, 0.30, 0.30, 0.21],
  "e_homo_ev": -11.174,
  "total_charge": 1,
  "spin_multiplicity": 1,
  "gap_ha": 0.2476,
  "total_energy_ev": -280412.1952
}